Entry from OMol25: a cluster of 2 separate species, CH2O4S2 in total in a non-equilibrium geometry (wB97M-V/def2-TZVPD).

Geometry as XYZ:
```
9
CH2O4S2, DFT wB97M-V/def2-TZVPD
C 0.4370 0.4502 -0.1340
O 2.2411 -0.8942 1.2431
O -2.8008 0.2208 1.2927
O 2.2702 -1.2237 -1.2500
O -2.7803 0.2451 -1.1072
S 2.1651 -0.2443 -0.1125
S -2.2243 -0.4416 0.0953
H 0.3490 1.0818 -1.0157
H 0.3431 0.8060 0.9883
```

Output
HOMO energy (alpha / beta)	1.328 / 0.783	eV
orbital gap (alpha / beta)	0.1810 / 0.1986	Ha
charge	-2

natural (NBO) population analysis, charges in e, atoms 1 to 2: -0.83 -1.09